Record 1
A molecular structure, C35H34N6O3ReS2. Source: the OMol25 dataset; level of theory: wB97M-V/def2-TZVPD.

Geometry as XYZ:
```
81
Properties=species:S:1:pos:R:3:forces:R:3
Re 0.7684 0.1251 0.8987 -2.67 2.48 1.03
O 1.1515 1.9178 0.1926 1.32 0.53 -0.33
C 0.5400 2.9880 -0.3457 -0.02 -0.53 -0.08
C 1.2122 3.7643 -1.2932 0.10 -0.10 -0.03
C 0.6019 4.8645 -1.8595 -0.04 0.02 0.06
C -0.7022 5.2159 -1.5021 0.08 0.06 -0.13
C -1.3479 4.4872 -0.5347 -0.09 -0.04 0.14
C -0.7300 3.3839 0.0752 -0.33 0.10 -0.12
C -1.3544 2.7638 1.2118 -0.02 0.16 -0.07
N -0.8093 1.7762 1.8120 0.18 -0.64 -0.35
N -1.3990 1.3304 2.9604 0.18 0.32 -0.28
C -0.7044 0.3443 3.4099 -0.01 -0.35 0.48
O 0.4189 -0.0314 2.8197 0.41 -0.87 0.32
C -1.1227 -0.3878 4.6188 0.19 -0.10 -0.15
C -0.2299 -1.2591 5.2380 0.02 -0.07 0.05
C -0.6315 -1.9926 6.3436 0.00 0.02 -0.04
C -1.9282 -1.8678 6.8229 0.00 0.00 -0.01
C -2.8163 -0.9900 6.2130 0.00 0.03 0.01
C -2.4157 -0.2449 5.1171 -0.06 0.05 0.01
H 2.2232 3.4910 -1.5614 -0.01 0.07 -0.01
H 1.1449 5.4708 -2.5729 -0.02 -0.05 -0.03
H -1.1833 6.0674 -1.9627 0.01 0.00 0.02
H -2.3430 4.7715 -0.2106 0.04 0.02 0.03
H -2.2830 3.1764 1.6046 0.06 0.03 0.09
H 0.7803 -1.3461 4.8607 -0.02 -0.02 -0.01
H 0.0658 -2.6597 6.8326 -0.01 0.00 -0.01
H -2.2474 -2.4535 7.6748 0.00 0.03 0.01
H -3.8215 -0.8833 6.5985 0.01 0.00 -0.01
H -3.0942 0.4533 4.6446 -0.01 -0.03 -0.01
C 4.9212 1.1720 1.5917 0.01 0.05 0.04
C 5.5604 -0.0538 1.5116 0.05 -0.02 -0.01
C 4.7976 -1.1993 1.3630 0.08 -0.05 0.06
C 3.4238 -1.0930 1.2611 -0.11 0.00 -0.05
N 2.8118 0.1149 1.2641 0.19 0.13 -0.08
C 3.5476 1.2237 1.4655 -0.02 -0.08 0.08
C 2.5083 -2.2423 1.1702 -0.10 0.18 0.04
C 2.9145 -3.5616 1.1971 0.06 -0.13 0.07
C 1.9621 -4.5654 1.1586 0.04 -0.02 -0.03
C 0.6199 -4.2229 1.1170 -0.02 -0.06 0.07
C 0.2732 -2.8907 1.0884 0.13 0.12 0.06
N 1.1977 -1.9164 1.1017 0.30 -0.41 -0.58
H 5.4750 2.0861 1.7531 -0.01 0.00 -0.01
H 6.6382 -0.1205 1.5773 -0.02 -0.01 0.03
H 5.2724 -2.1691 1.3396 0.00 0.02 -0.02
H 2.9980 2.1511 1.5188 0.00 0.01 -0.05
H 3.9635 -3.8082 1.2650 -0.01 -0.02 -0.04
H 2.2659 -5.6037 1.1632 0.00 0.02 0.03
H -0.1531 -4.9776 1.1077 0.00 0.00 0.00
H -0.7526 -2.5612 1.0585 0.01 0.02 -0.05
O -1.2596 -0.4477 0.4099 -0.28 -0.57 0.24
S -2.7361 -0.0063 0.5739 0.32 0.08 -0.12
C -3.6491 -1.5573 0.3201 -0.11 -0.06 -0.02
C -4.4042 -1.4433 -1.0079 0.13 0.01 0.00
C -3.5414 -0.5655 -1.9110 -0.03 -0.01 0.05
C -3.1794 0.6374 -1.0515 -0.06 0.03 -0.08
H -4.2847 -1.7297 1.1864 0.01 0.00 0.01
H -2.8751 -2.3237 0.2843 0.00 0.01 0.00
H -5.3771 -0.9770 -0.8484 -0.01 -0.01 0.00
H -4.5747 -2.4325 -1.4296 -0.03 -0.01 0.02
H -4.0684 -0.2599 -2.8134 0.02 0.01 -0.02
H -2.6319 -1.0931 -2.2079 0.00 0.01 -0.01
H -4.0408 1.2896 -0.8824 0.02 0.01 -0.04
H -2.3343 1.2334 -1.3980 -0.01 0.02 0.02
N 2.8304 1.0072 -2.0011 0.12 -0.12 0.04
C 1.7447 0.4287 -2.5260 0.02 -0.25 0.03
S 0.6205 -0.4070 -1.5324 0.06 -0.06 -0.30
N 1.6169 0.5064 -3.8498 -0.13 -0.08 -0.10
C 0.6255 0.0682 -4.7920 0.10 0.08 0.13
C -0.4035 -0.8226 -4.5238 0.02 -0.04 -0.01
C -1.2980 -1.1453 -5.5379 0.00 0.01 -0.01
C -1.1724 -0.6013 -6.8050 0.02 0.01 0.00
C -0.1248 0.2704 -7.0704 0.00 -0.02 0.00
C 0.7691 0.6025 -6.0690 -0.01 0.05 -0.03
H 2.8552 1.1496 -1.0055 -0.04 0.07 0.01
H 3.4566 1.5548 -2.5692 0.01 0.00 -0.01
H 2.3413 1.0431 -4.3063 0.02 -0.02 -0.02
H -0.5066 -1.2859 -3.5588 0.00 -0.01 0.02
H -2.0971 -1.8453 -5.3303 0.01 0.00 0.01
H -1.8751 -0.8621 -7.5846 0.01 0.00 0.01
H 0.0005 0.6914 -8.0588 -0.01 0.00 0.02
H 1.5850 1.2851 -6.2832 -0.02 0.00 0.00
```
Positions in Å, forces in eV/Å.

Properties
<S²>: 0.76
Total charge: +2
HOMO-LUMO gap (alpha / beta) (eV): 6.54 / 6.55
Multiplicity: 2
HOMO level (alpha / beta) (eV): -12.8 / -12.8



Record 2
A molecular structure, C35H35AlN5O2P2. Source: the OMol25 dataset; level of theory: wB97M-V/def2-TZVPD.

Geometry as XYZ:
```
80
Properties=species:S:1:pos:R:3:forces:R:3
Al 0.3165 -0.2941 0.2452 0.12 -0.52 0.43
O 0.6258 0.5324 -1.2234 -0.22 0.19 -1.41
C 1.5703 1.3294 -1.7058 0.31 0.05 0.26
C 1.3662 2.0065 -2.9096 -0.08 -0.05 0.00
C 2.3211 2.8730 -3.4007 -0.09 0.04 0.26
C 3.4991 3.0978 -2.6969 0.17 0.05 0.05
C 3.7237 2.4317 -1.5155 -0.14 0.01 0.02
C 2.7738 1.5426 -0.9874 -0.27 0.27 -0.65
C 2.9996 0.9782 0.3049 -0.12 -0.42 0.78
N 2.1413 0.2174 0.8996 -0.40 0.72 -1.06
N 2.3760 -0.2532 2.1545 0.79 -0.41 1.02
C 1.2616 -0.6794 2.6662 0.38 0.55 -0.33
O 0.1309 -0.5177 2.0212 -0.18 -0.39 0.64
C 1.2096 -1.4157 3.9287 -0.18 -0.25 0.42
C -0.0340 -1.6062 4.5335 0.05 0.12 -0.08
C -0.1384 -2.3532 5.6903 0.00 -0.10 0.15
C 0.9908 -2.9328 6.2488 0.01 -0.02 -0.04
C 2.2263 -2.7652 5.6397 0.05 -0.01 0.10
C 2.3415 -2.0078 4.4880 -0.10 0.15 -0.16
H 0.4416 1.8361 -3.4427 -0.07 -0.04 -0.02
H 2.1502 3.3955 -4.3290 -0.04 0.01 -0.11
H 4.2331 3.7929 -3.0702 0.09 0.04 -0.09
H 4.6352 2.6116 -0.9634 0.09 0.00 0.09
H 3.9149 1.2536 0.8245 0.04 -0.14 0.11
H -0.9111 -1.1516 4.0961 -0.06 0.03 -0.05
H -1.0993 -2.4920 6.1624 -0.10 0.03 0.03
H 0.9085 -3.5209 7.1530 0.00 -0.01 0.00
H 3.1005 -3.2288 6.0727 0.08 -0.01 -0.01
H 3.2918 -1.8728 3.9977 0.17 0.02 -0.02
C -2.7712 2.1264 -0.5988 0.40 -0.28 -0.04
P -1.5862 1.3683 0.5838 -0.53 1.04 0.49
C -0.9178 2.8759 1.3853 0.03 -0.19 -0.09
C -2.7263 0.6426 1.8021 0.18 -0.13 -0.11
C -3.4815 1.3844 2.7006 0.01 0.01 -0.04
C -4.3256 0.7487 3.5957 0.04 0.05 -0.02
C -4.4014 -0.6345 3.6033 -0.04 -0.03 0.02
C -3.6494 -1.3845 2.7141 0.00 -0.02 -0.04
C -2.8182 -0.7531 1.7971 0.20 0.08 -0.05
P -1.8372 -1.6479 0.5415 -1.00 -0.57 -0.17
C -3.0753 -1.8053 -0.8078 0.30 -0.01 0.15
C -1.7915 -3.3668 1.1932 0.15 0.31 -0.15
H -3.4708 2.7668 -0.0640 0.02 0.02 0.04
H -3.3277 1.3520 -1.1197 -0.05 0.00 -0.08
H -2.2084 2.7126 -1.3218 -0.04 0.07 -0.12
H -1.6968 3.6198 1.5520 0.03 0.00 0.05
H -0.1636 3.2995 0.7176 -0.04 0.03 0.04
H -0.4389 2.6145 2.3285 0.00 0.01 0.01
H -3.4139 2.4620 2.6985 0.00 0.13 0.04
H -4.9187 1.3288 4.2876 -0.02 0.03 0.04
H -5.0559 -1.1328 4.3011 -0.05 -0.06 0.10
H -3.7138 -2.4616 2.7488 -0.04 -0.08 -0.01
H -4.0561 -2.0457 -0.4047 -0.06 -0.06 -0.03
H -2.7426 -2.5940 -1.4789 -0.05 -0.07 -0.15
H -3.1301 -0.8759 -1.3695 -0.03 0.03 -0.05
H -2.7943 -3.7850 1.2646 -0.01 0.00 0.02
H -1.3167 -3.3652 2.1743 0.01 -0.05 0.03
H -1.2043 -3.9865 0.5148 -0.02 -0.01 0.01
C 1.8878 -4.2934 0.2920 -0.07 0.10 0.02
C 1.3912 -3.0450 0.6224 0.17 -0.33 0.20
N 1.0446 -2.1492 -0.3026 0.21 0.27 0.12
C 1.2090 -2.4529 -1.5882 0.01 -0.30 -0.52
C 1.6975 -3.6841 -2.0258 0.01 -0.06 0.64
C 2.0209 -4.6256 -1.0411 -0.08 0.36 -0.11
C 1.8160 -4.0721 -3.4314 0.11 0.09 -0.47
C 2.2167 -3.3318 -4.4667 -0.27 -0.47 0.16
C 2.7121 -1.9544 -4.4653 0.37 0.57 0.30
C 3.6532 -1.4715 -3.5542 -0.19 -0.01 -0.30
C 4.1140 -0.1816 -3.7700 0.01 -0.21 0.12
N 3.6409 0.5850 -4.7382 0.33 0.31 -0.12
C 2.7252 0.0480 -5.5240 0.04 0.16 -0.08
N 2.2664 -1.1840 -5.4591 -0.40 -0.42 -0.15
H 2.1505 -4.9983 1.0650 0.00 0.01 0.11
H 1.2549 -2.7588 1.6532 -0.02 -0.08 0.05
H 0.9077 -1.6890 -2.2889 0.00 0.08 -0.14
H 2.3820 -5.6034 -1.3254 0.03 -0.07 -0.06
H 1.5487 -5.1072 -3.6200 -0.02 0.05 -0.09
H 2.1722 -3.7673 -5.4567 -0.01 -0.07 -0.03
H 4.0339 -2.0914 -2.7593 0.10 -0.06 0.09
H 4.8970 0.2558 -3.1659 0.04 -0.03 0.18
H 2.3308 0.6832 -6.3063 -0.06 -0.01 -0.11
```
Positions in Å, forces in eV/Å.

Properties
Total charge: +1
HOMO-LUMO gap (eV): 7.59
HOMO level (eV): -10.4



Record 3
A molecular structure, C35H35Br2CdN9OP. Source: the OMol25 dataset; level of theory: wB97M-V/def2-TZVPD.

Geometry as XYZ:
```
84
Properties=species:S:1:pos:R:3:forces:R:3
Cd -0.1712 -0.4634 1.1578 0.19 -0.11 -0.23
C 2.6654 -6.8000 2.4418 -0.02 0.15 -0.04
C 2.1171 -5.5823 1.7356 0.13 -0.15 0.01
C 2.8105 -4.9635 0.6987 0.03 0.02 -0.06
C 2.3356 -3.8092 0.1065 0.03 0.01 0.05
C 1.1254 -3.1977 0.4831 -0.14 0.28 -0.17
N 0.7195 -1.9786 -0.0847 0.27 -0.26 -0.06
C 1.1377 -1.7091 -1.3913 -0.09 -0.15 0.29
C 0.8708 -2.6089 -2.4367 -0.08 -0.07 -0.12
C 1.2518 -2.3685 -3.7430 -0.06 -0.07 0.01
C 1.9241 -1.1980 -4.1029 0.07 0.02 -0.12
C 2.3591 -0.9351 -5.5277 -0.11 -0.01 0.16
C 2.1882 -0.2924 -3.0897 -0.03 0.10 0.04
C 1.8167 -0.5422 -1.7653 0.16 0.21 0.01
N 2.2453 0.4195 -0.7887 -0.13 -0.19 -0.07
C 3.4947 0.9009 -0.6220 -0.09 -0.05 0.02
C 3.4307 1.8777 0.3462 -0.04 0.11 0.08
C 2.0791 1.9203 0.7163 0.06 0.09 -0.04
N 1.3601 1.0395 0.0252 0.51 -0.06 -0.26
C 0.4107 -3.8641 1.4977 -0.26 0.09 0.12
C 0.9222 -5.0036 2.1153 -0.08 0.00 0.11
N -0.9064 -3.4686 1.9379 0.14 -0.03 -0.19
C -1.9141 -4.3114 2.2585 0.05 0.00 -0.06
C -2.9597 -3.5568 2.7340 -0.12 0.08 -0.01
C -2.5011 -2.2350 2.6587 -0.12 -0.04 0.11
N -1.2628 -2.1906 2.1874 0.04 -0.39 0.09
H 3.2254 -7.4334 1.7528 -0.04 0.01 0.02
H 1.8674 -7.3960 2.8865 0.03 0.02 -0.04
H 3.3466 -6.5093 3.2463 -0.03 -0.01 -0.04
H 3.7550 -5.3827 0.3630 -0.07 0.06 0.01
H 2.9236 -3.3378 -0.6710 -0.01 0.00 0.00
H 0.3510 -3.5268 -2.1835 0.04 0.04 -0.02
H 1.0207 -3.1053 -4.5075 0.04 0.04 0.08
H 2.5804 -1.8684 -6.0462 0.00 0.04 0.02
H 3.2528 -0.3112 -5.5538 -0.02 -0.02 -0.01
H 1.5811 -0.4215 -6.0999 0.02 -0.03 0.02
H 2.7250 0.6272 -3.3148 -0.04 -0.07 0.05
H 4.3274 0.5080 -1.1854 -0.10 0.02 0.01
H 4.2431 2.4718 0.7335 -0.08 -0.07 -0.04
H 1.5895 2.5611 1.4351 0.02 -0.08 0.01
H 0.3581 -5.4463 2.9297 0.01 0.04 -0.04
H -1.8206 -5.3758 2.1147 0.03 0.09 -0.01
H -3.9253 -3.9069 3.0660 0.15 0.05 -0.04
H -3.0116 -1.3202 2.9256 0.06 -0.05 -0.07
Br -4.4744 2.4114 1.3255 -0.12 -0.16 0.23
C -3.1206 2.2292 2.6422 0.05 0.07 0.06
C -3.3044 2.8673 3.8803 -0.11 -0.06 -0.26
C -2.3443 2.7871 4.8394 0.05 0.06 0.10
Br -2.6342 3.6558 6.4923 0.00 0.04 0.06
C -1.1498 2.0682 4.6010 0.12 -0.11 -0.03
C -0.0893 1.9767 5.5333 -0.06 0.04 0.04
C 1.0277 1.2521 5.2435 0.09 0.04 0.05
C 1.1000 0.5861 4.0118 -0.02 -0.04 -0.09
N 0.1489 0.6558 3.1143 -0.79 0.49 0.08
C -0.9861 1.3999 3.3646 0.29 -0.19 -0.03
C -2.0017 1.4693 2.3219 0.04 0.01 -0.12
O -1.8672 0.8884 1.1682 -0.14 -0.20 0.41
H -4.2158 3.4204 4.0651 0.03 -0.01 -0.03
H -0.1798 2.4925 6.4797 0.00 -0.01 -0.01
H 1.8514 1.1887 5.9410 -0.03 -0.05 -0.01
H 1.9613 -0.0207 3.7584 0.03 0.00 0.01
C -3.0877 3.1065 -3.2039 0.23 0.16 0.17
N -1.9928 2.0238 -3.2930 0.02 0.08 0.14
C -0.7740 2.6580 -3.9793 0.02 0.19 0.16
N -0.3409 3.8203 -3.2845 0.05 -0.03 0.03
C -1.4258 4.8019 -3.1969 0.05 -0.25 0.10
N -2.6044 4.2601 -2.5268 -0.08 -0.09 0.14
C -2.3665 3.9953 -1.0880 0.06 -0.17 -0.40
P -1.0019 2.7610 -0.7515 0.13 0.77 0.01
C -1.6412 1.4794 -1.9317 0.00 -0.08 0.16
C 0.2220 3.5018 -1.9566 -0.23 -0.10 -0.11
H -3.9297 2.6648 -2.6769 -0.04 -0.06 0.03
H -3.3633 3.3419 -4.2311 0.02 -0.01 -0.06
H -2.3308 1.2583 -3.8742 -0.03 -0.02 -0.04
H -1.0984 2.9181 -4.9855 -0.04 -0.02 -0.08
H 0.0050 1.8984 -4.0169 0.03 -0.06 0.04
H -1.6983 5.1198 -4.2038 -0.03 -0.02 -0.05
H -1.0711 5.6671 -2.6414 0.00 0.02 -0.01
H -3.2879 3.6137 -0.6434 0.12 0.11 -0.06
H -2.1324 4.9316 -0.5786 0.01 0.02 -0.08
H -2.5353 1.0369 -1.4909 -0.05 -0.04 -0.04
H -0.8929 0.6941 -2.0640 0.02 -0.01 -0.07
H 1.0521 2.8017 -2.0855 0.00 0.03 0.02
H 0.6357 4.4118 -1.5179 0.00 0.01 -0.06
```
Positions in Å, forces in eV/Å.

Properties
Total charge: +1
HOMO-LUMO gap (eV): 6.90
HOMO level (eV): -9.2



Total energy? In order: -75718.8686; -73583.0793; -206254.7337 eV.
ΔE to the lowest compared entry with this formula, charge and spin? In order: 31.0; 0.0; 5.8 kcal per mole.